1.
Entry from OMol25: C7H12Ag5Br6O3 as an isolated structure in a non-equilibrium geometry (ωB97M-V/def2-TZVPD).

Its LUMO energy is -12.32 eV. The charge is +3. The calculation puts the HOMO-LUMO gap at 0.156 Eh. The calculation puts the energy above the lowest of the compared OMol25 structures with the same formula, charge and spin at 2.3 kcal/mol. The highest occupied orbital energy is -16.5570 eV. Its energy is -16677.43613 Ha.

Element x y z (Å)
Ag: -0.975 0.447 2.760
Ag: 2.308 -2.038 3.435
Ag: 2.530 -1.725 -0.240
Ag: -1.177 -3.449 3.334
Ag: -0.845 -3.890 -0.148
C: 0.048 -1.378 1.030
O: -0.954 -1.681 1.632
O: 0.974 -0.779 1.599
O: 0.202 -1.781 -0.129
Br: 0.355 2.970 3.310
C: 2.176 3.263 2.676
C: 2.913 1.879 2.616
Br: 3.118 1.099 4.421
H: 2.762 3.945 3.292
H: 2.069 3.489 1.615
H: 3.922 2.093 2.264
H: 2.480 1.145 1.936
Br: -3.538 -3.099 -0.481
C: -2.577 -2.585 -2.152
C: -3.562 -2.262 -3.332
Br: -4.548 -3.921 -3.871
H: -1.928 -3.382 -2.516
H: -2.027 -1.670 -1.931
H: -2.944 -1.804 -4.105
H: -4.264 -1.455 -3.125
Br: 2.206 0.942 -2.594
C: 1.158 2.429 -1.817
C: -0.299 1.835 -1.722
Br: -1.445 2.781 -0.453
H: 1.308 3.356 -2.370
H: 1.624 2.588 -0.845
H: -0.274 0.795 -1.394
H: -0.795 1.844 -2.692



2.
Entry from OMol25: C28H29P2S2SbW as an isolated structure (ωB97M-V/def2-TZVPD).

The multiplicity is 3. Its LUMO energy (alpha / beta) is -6.98 / -6.74 eV. The charge is +2. The calculation puts the HOMO-LUMO gap (alpha / beta) at 0.239 / 0.288 Eh. The highest occupied orbital energy (alpha / beta) is -13.4749 / -14.5805 eV. Its energy is -2870.25192 Ha.

Element x y z (Å)
W: -0.383 0.853 0.643
S: 0.185 2.786 -0.506
P: 1.897 1.577 -0.824
C: 1.400 0.228 0.139
P: 1.864 -0.522 1.629
S: 0.048 -0.227 2.658
C: 2.195 -2.264 1.465
C: 2.741 -2.946 2.554
C: 2.975 -4.307 2.451
C: 2.673 -4.977 1.272
C: 2.131 -4.295 0.190
C: 1.886 -2.934 0.284
C: 3.194 0.272 2.522
C: 4.497 0.033 2.080
C: 5.555 0.636 2.740
C: 5.314 1.454 3.838
C: 4.018 1.688 4.273
C: 2.948 1.102 3.613
C: 3.371 2.418 -0.273
C: 3.315 3.299 0.806
C: 4.481 3.899 1.249
C: 5.690 3.615 0.622
C: 5.742 2.731 -0.446
C: 4.581 2.126 -0.903
C: 2.002 1.200 -2.561
C: 1.776 -0.096 -3.017
C: 1.845 -0.361 -4.376
C: 2.128 0.666 -5.267
C: 2.346 1.960 -4.809
C: 2.286 2.235 -3.454
H: 2.986 -2.419 3.469
H: 3.398 -4.845 3.288
H: 2.865 -6.039 1.195
H: 1.905 -4.822 -0.727
H: 1.463 -2.392 -0.552
H: 4.685 -0.629 1.243
H: 6.568 0.454 2.408
H: 6.147 1.904 4.362
H: 3.837 2.317 5.134
H: 1.937 1.276 3.955
H: 2.369 3.530 1.279
H: 4.446 4.595 2.075
H: 6.596 4.096 0.965
H: 6.684 2.520 -0.933
H: 4.618 1.446 -1.744
H: 1.559 -0.888 -2.312
H: 1.684 -1.367 -4.738
H: 2.181 0.457 -6.327
H: 2.566 2.754 -5.510
H: 2.462 3.243 -3.094
C: -3.121 -0.218 -2.358
Sb: -2.850 -0.145 -0.260
C: -4.437 1.058 0.464
C: -3.308 -2.106 0.391
H: -4.142 -0.531 -2.570
H: -2.425 -0.935 -2.788
H: -2.943 0.763 -2.793
H: -5.382 0.630 0.134
H: -4.339 2.067 0.069
H: -4.411 1.086 1.551
H: -4.319 -2.357 0.074
H: -3.239 -2.163 1.475
H: -2.605 -2.809 -0.051



3.
Entry from OMol25: a 12-piece molecular cluster, C42H102N2O16S4 overall in a non-equilibrium geometry (ωB97M-V/def2-TZVPD).

The SMILES is O=S1(=O)CCCC1.O=S1(=O)CCCC1.O=S1(=O)CCCC1.O=S1(=O)CCCC1.COC[C@H](C)N.COC[C@H](C)N.CC(C)O.CC(C)O.CC(C)O.CC(C)O.CC(C)O.CC(C)O. Its LUMO energy is 0.09 eV. The charge is 0. The calculation puts the HOMO-LUMO gap at 0.333 Eh. The highest occupied orbital energy is -8.9788 eV. Its energy is -4567.24734 Ha.

Element x y z (Å)
O: -4.950 1.725 -3.327
S: -6.214 2.416 -3.001
O: -6.281 3.303 -1.834
C: -6.807 3.362 -4.445
C: -8.255 2.906 -4.632
C: -8.529 1.455 -4.199
C: -7.749 1.349 -2.852
H: -6.310 2.958 -5.327
H: -6.619 4.436 -4.449
H: -8.977 3.494 -4.066
H: -8.541 3.091 -5.668
H: -8.058 0.821 -4.950
H: -9.584 1.195 -4.110
H: -7.307 0.393 -2.569
H: -8.222 1.751 -1.956
O: 2.310 3.530 -6.641
S: 1.790 2.507 -7.559
O: 1.888 1.063 -7.300
C: 0.012 3.005 -7.913
C: 0.041 3.132 -9.484
C: 1.349 3.836 -9.792
C: 2.411 2.954 -9.226
H: -0.247 4.019 -7.609
H: -0.681 2.277 -7.490
H: 0.028 2.177 -10.010
H: -0.844 3.588 -9.927
H: 1.428 4.857 -9.419
H: 1.366 3.908 -10.879
H: 3.458 3.254 -9.185
H: 2.445 1.996 -9.744
O: -3.850 -6.954 -4.159
S: -4.173 -5.614 -4.650
O: -5.508 -5.075 -4.470
C: -2.856 -4.428 -4.083
C: -2.597 -3.442 -5.245
C: -2.655 -4.196 -6.528
C: -3.670 -5.381 -6.480
H: -1.954 -5.012 -3.895
H: -3.178 -3.966 -3.150
H: -3.367 -2.674 -5.166
H: -1.669 -2.892 -5.092
H: -1.655 -4.499 -6.837
H: -3.041 -3.528 -7.298
H: -3.148 -6.215 -6.950
H: -4.604 -5.094 -6.964
O: 7.048 6.651 9.013
S: 6.236 5.453 8.739
O: 5.381 4.962 9.890
C: 5.129 5.780 7.210
C: 5.726 5.170 5.985
C: 7.143 4.671 6.415
C: 7.119 4.096 7.877
H: 4.733 6.795 7.217
H: 4.274 5.136 7.418
H: 5.148 4.289 5.705
H: 5.707 5.813 5.105
H: 7.832 5.515 6.371
H: 7.555 3.949 5.710
H: 8.065 3.798 8.328
H: 6.477 3.218 7.943
C: -0.396 0.996 1.459
O: 0.953 0.616 1.194
C: 1.207 0.042 -0.102
C: 2.609 -0.663 -0.199
C: 3.790 0.274 0.115
N: 2.806 -1.117 -1.584
H: -0.536 1.365 2.475
H: -1.054 0.133 1.354
H: -0.650 1.737 0.700
H: 0.434 -0.639 -0.457
H: 1.219 0.854 -0.830
H: 2.685 -1.512 0.480
H: 4.643 -0.399 0.203
H: 3.650 0.796 1.062
H: 3.925 1.053 -0.635
H: 3.810 -1.133 -1.694
H: 2.656 -0.397 -2.277
C: -2.161 -6.291 2.182
O: -2.966 -7.408 2.213
C: -2.296 -8.637 1.756
C: -3.510 -9.628 1.584
C: -3.928 -10.094 2.971
N: -2.946 -10.753 0.802
H: -2.853 -5.449 2.169
H: -1.390 -6.278 1.413
H: -1.676 -6.189 3.153
H: -1.883 -8.365 0.785
H: -1.527 -9.066 2.397
H: -4.383 -9.229 1.066
H: -3.821 -9.237 3.636
H: -3.314 -10.848 3.463
H: -4.963 -10.425 3.054
H: -2.375 -10.468 0.020
H: -3.668 -11.361 0.442
C: -8.885 1.438 5.461
C: -8.360 1.188 4.034
C: -7.131 0.282 4.032
O: -9.394 0.678 3.206
H: -9.662 2.195 5.358
H: -8.064 1.832 6.060
H: -9.338 0.551 5.904
H: -7.857 2.106 3.730
H: -6.889 0.060 2.993
H: -7.362 -0.676 4.498
H: -6.268 0.687 4.559
H: -9.411 -0.272 3.342
C: 2.580 -2.597 6.734
C: 2.620 -1.354 5.849
C: 2.001 -0.132 6.593
O: 3.995 -1.157 5.540
H: 1.593 -2.903 7.079
H: 3.187 -2.402 7.619
H: 3.011 -3.456 6.220
H: 2.140 -1.467 4.876
H: 2.384 0.096 7.588
H: 0.919 -0.217 6.693
H: 2.125 0.799 6.039
H: 4.064 -0.318 5.078
C: 4.856 -7.199 -2.634
C: 3.589 -7.069 -1.809
C: 3.897 -6.627 -0.350
O: 2.789 -6.070 -2.391
H: 5.589 -7.907 -2.245
H: 5.394 -6.259 -2.756
H: 4.538 -7.570 -3.609
H: 2.930 -7.937 -1.768
H: 4.396 -5.659 -0.321
H: 4.396 -7.379 0.262
H: 2.944 -6.500 0.163
H: 3.033 -5.180 -2.125
C: 0.970 7.561 -0.747
C: 0.085 7.650 -2.045
C: -0.727 6.321 -2.014
O: -0.737 8.732 -1.964
H: 1.703 6.756 -0.787
H: 0.276 7.336 0.063
H: 1.464 8.473 -0.414
H: 0.638 7.719 -2.982
H: -1.485 6.338 -2.798
H: -1.293 6.269 -1.084
H: -0.106 5.445 -2.198
H: -0.240 9.553 -1.953
C: 9.859 -1.385 -1.791
C: 9.266 -2.680 -2.427
C: 9.122 -3.708 -1.267
O: 7.982 -2.464 -2.949
H: 9.814 -0.680 -2.621
H: 10.856 -1.512 -1.369
H: 9.224 -1.016 -0.986
H: 9.898 -3.148 -3.181
H: 10.044 -3.943 -0.736
H: 8.744 -4.708 -1.481
H: 8.415 -3.520 -0.459
H: 7.842 -3.054 -3.694
C: -0.749 6.907 5.052
C: -1.856 7.880 4.805
C: -3.329 7.323 4.898
O: -1.729 9.031 5.655
H: -1.007 6.283 5.908
H: 0.119 7.509 5.319
H: -0.565 6.201 4.243
H: -1.644 8.264 3.807
H: -3.585 7.077 5.929
H: -3.337 6.508 4.175
H: -4.142 7.993 4.619
H: -2.233 9.716 5.210



4.
Entry from OMol25: a 4-piece molecular cluster, C18H41FNO7P2S overall in a non-equilibrium geometry (ωB97M-V/def2-TZVPD).

Its LUMO energy is -6.10 eV. The charge is +1. The calculation puts the HOMO-LUMO gap at 0.189 Eh. The highest occupied orbital energy is -11.2456 eV. Its energy is -2472.10110 Ha.

Element x y z (Å)
C: -3.433 -3.011 1.125
C: -3.241 -3.635 -0.408
C: -2.461 -2.490 -1.283
C: -2.506 -5.098 -0.357
C: -3.338 -6.243 -1.203
C: -0.947 -5.116 -0.863
O: 0.010 -4.483 0.066
P: 1.486 -4.035 -0.784
P: 2.667 -2.878 0.704
N: 1.393 -2.000 1.632
O: 3.738 -1.780 -0.125
S: 2.614 -5.702 -1.527
O: 3.328 -5.315 -2.880
O: 1.764 -6.967 -1.852
F: 3.915 -6.150 -0.448
H: -3.928 -3.860 1.766
H: -2.351 -2.711 1.485
H: -4.186 -2.102 1.119
H: -4.326 -3.738 -0.882
H: -1.938 -2.874 -2.257
H: -1.749 -1.845 -0.581
H: -3.298 -1.721 -1.647
H: -2.548 -5.451 0.783
H: -4.316 -5.776 -1.703
H: -2.641 -6.667 -2.045
H: -3.599 -7.148 -0.476
H: -0.630 -6.265 -0.919
H: -0.764 -4.683 -1.935
H: 1.121 -3.120 -1.835
H: 1.065 -1.164 1.099
H: 1.718 -1.764 2.595
H: 4.678 -2.144 -0.115
C: -0.026 2.804 -1.300
C: -1.329 2.184 -0.866
C: -0.929 0.744 -0.626
O: 0.442 0.757 -0.208
C: 0.978 2.067 -0.441
H: 0.012 3.888 -1.165
H: 0.156 2.584 -2.359
H: -1.662 2.640 0.073
H: -2.131 2.287 -1.601
H: -0.992 0.155 -1.547
H: -1.543 0.261 0.139
H: 1.101 2.555 0.532
H: 1.959 1.985 -0.918
C: -1.395 7.940 -3.152
C: -2.698 7.319 -2.718
C: -2.299 5.880 -2.478
O: -0.927 5.892 -2.060
C: -0.391 7.203 -2.293
H: -1.358 9.024 -3.017
H: -1.214 7.720 -4.211
H: -3.031 7.776 -1.779
H: -3.501 7.423 -3.453
H: -2.361 5.291 -3.399
H: -2.913 5.397 -1.713
H: -0.268 7.691 -1.320
H: 0.589 7.121 -2.770
C: 3.403 1.789 4.065
C: 4.585 1.351 4.891
C: 4.096 0.043 5.475
O: 3.186 -0.524 4.522
C: 2.881 0.471 3.535
H: 3.658 2.496 3.272
H: 2.650 2.256 4.712
H: 5.446 1.170 4.238
H: 4.880 2.075 5.655
H: 3.545 0.206 6.407
H: 4.911 -0.660 5.669
H: 3.389 0.188 2.607
H: 1.803 0.490 3.352